[1]
ORCA calculation (ωB97M-V/def2-TZVPD) on 2 unconnected molecules or ions with the total composition C6H14N2.

The geometry in XYZ format:
```
22
Properties=species:S:1:pos:R:3:forces:R:3:nbo_charge:R:1
C -1.658 0.224 0.149 -0.095 2.206 1.400 0.181
C 0.663 0.502 -0.561 0.834 -2.463 0.860 0.188
C -2.688 0.794 -0.770 2.668 -2.357 -1.056 -0.769
C -1.994 -1.026 0.799 -0.341 -0.657 -0.064 -0.815
C 1.054 1.923 -0.332 -1.326 0.908 0.047 -0.756
C 2.730 -0.299 0.645 -0.224 -0.797 3.021 -0.444
N 1.121 -1.877 -0.098 3.275 1.228 -0.020 -0.661
N 1.464 -0.438 0.039 -4.863 1.230 -1.685 -0.298
H -3.682 0.770 -0.427 -1.266 0.227 0.739 0.220
H -2.644 0.022 -1.606 -0.249 1.104 0.198 0.216
H -2.283 1.729 -1.079 -0.456 0.865 -0.732 0.223
H -2.238 -1.667 -0.078 0.447 -0.818 0.797 0.210
H -2.878 -1.081 1.455 -0.353 0.701 -0.567 0.241
H -1.228 -1.297 1.518 0.536 -0.879 -0.525 0.225
H 1.857 2.154 0.376 -0.100 -0.126 0.023 0.191
H 1.276 2.435 -1.289 -0.033 -0.422 0.338 0.234
H 0.085 2.398 0.030 1.240 -0.376 -0.303 0.258
H 2.909 0.519 1.395 -0.585 -0.539 -1.032 0.218
H 2.799 -1.255 1.185 0.637 0.416 0.119 0.232
H 3.416 -0.304 -0.124 2.134 0.296 -1.367 0.188
H 0.194 -2.110 -0.339 -1.397 0.836 -0.373 0.375
H 1.727 -2.116 -0.888 -0.483 -0.583 0.183 0.342
```
Positions in Å, forces in eV/Å.

- Multiplicity: 1
- Maximum force: 0.1029 Eh/bohr
- Relative energy (zero: lowest compared OMol25 entry of this formula, charge and spin): 8.127 eV
- Lowest unoccupied orbital energy (spin up / spin down): 0.0200 / 0.0251 hartree
- HOMO level (spin up / spin down): -6.5 / -6.3 eV
- HOMO-LUMO gap (spin up / spin down): 7.08 / 7.01 eV
- Total energy: -346.2285 Eh

---

[2]
ORCA calculation (ωB97M-V/def2-TZVPD) on a single C4H8O molecule.

The geometry in XYZ format:
```
13
Properties=species:S:1:pos:R:3:forces:R:3:nbo_charge:R:1
C 0.173 0.325 1.663 -0.465 -0.382 -0.238 -0.618
C 0.013 -0.185 0.172 0.919 -0.086 -0.902 0.192
O 1.153 -1.010 -0.106 1.436 -0.116 1.143 -0.731
C -0.260 0.839 -0.868 0.186 0.338 -0.289 -0.470
C -0.597 -0.511 -1.359 -1.048 0.075 0.372 -0.362
H -0.688 0.761 2.179 -0.164 -0.184 -0.421 0.216
H 0.946 1.128 1.650 -0.449 -0.511 -0.411 0.215
H 0.589 -0.454 2.312 -0.296 -0.063 -0.297 0.219
H 0.739 -1.887 -0.091 0.760 0.391 -0.097 0.471
H -1.151 1.448 -0.718 0.334 0.149 0.519 0.224
H 0.604 1.371 -1.245 -0.059 0.084 -0.500 0.213
H -1.576 -0.933 -1.433 -0.801 0.606 -0.239 0.207
H 0.095 -0.894 -2.141 -0.353 -0.302 1.360 0.224
```
Positions in Å, forces in eV/Å.

- Multiplicity: 1
- Maximum force: 0.0358 Eh/bohr
- Relative energy (zero: lowest compared OMol25 entry of this formula, charge and spin): 3.575 eV
- SMILES: CC1(O)CC1
- Lowest unoccupied orbital energy: 0.0385 hartree
- HOMO level: -8.5 eV
- HOMO-LUMO gap: 9.57 eV
- Total energy: -232.3143 Eh

---

[3]
ORCA calculation (ωB97M-V/def2-TZVPD) on 2 unconnected molecules or ions with the total composition C4H4O2S.

The geometry in XYZ format:
```
11
Properties=species:S:1:pos:R:3:forces:R:3:nbo_charge:R:1
C -1.364 -2.431 -0.116 -0.810 -1.565 1.057 -0.144
C -0.792 -1.445 -0.467 0.994 1.573 -1.221 -0.344
C 0.302 1.313 1.474 1.333 3.514 -1.341 -0.472
C 0.494 2.009 0.331 0.165 -2.592 1.663 -0.087
O -0.350 0.110 -2.649 0.895 -0.844 2.790 -0.847
O 1.583 -0.851 -1.268 -1.416 0.682 0.018 -0.862
S 0.252 -0.228 -1.322 0.219 0.422 -1.659 1.815
H -1.834 -3.333 0.303 0.439 1.062 -0.582 0.256
H 0.417 1.742 2.516 -0.261 -0.371 -1.347 0.233
H 0.265 0.276 1.350 -0.695 -1.569 0.351 0.226
H 1.028 2.839 -0.152 -0.864 -0.314 0.271 0.226
```
Positions in Å, forces in eV/Å.

- Multiplicity: 1
- Maximum force: 0.0776 Eh/bohr
- Relative energy (zero: lowest compared OMol25 entry of this formula, charge and spin): 7.663 eV
- Lowest unoccupied orbital energy (spin up / spin down): -0.0325 / -0.0750 hartree
- HOMO level (spin up / spin down): -9.8 / -9.3 eV
- HOMO-LUMO gap (spin up / spin down): 8.88 / 7.31 eV
- Total energy: -703.2103 Eh

---

[4]
ORCA calculation (ωB97M-V/def2-TZVPD) on a molecular structure, C14H30N2O13V3.

The geometry in XYZ format:
```
62
Properties=species:S:1:pos:R:3:forces:R:3:nbo_charge:R:1
O 3.133 0.960 0.787 -2.634 1.087 -0.947 -0.424
V 1.624 1.160 0.317 4.013 -2.455 -0.664 1.570
O -1.970 2.352 3.644 2.250 0.740 -1.133 -0.351
V -0.676 2.412 2.761 -2.095 -3.744 -0.491 1.716
O -0.733 -2.170 0.528 0.491 1.447 -0.186 -0.526
V -1.051 -0.848 1.268 0.424 -1.895 -0.508 1.673
C 0.980 0.197 2.927 -5.655 -0.743 -5.402 1.058
O -0.238 0.100 3.127 -9.124 -0.019 8.608 -0.748
O 1.231 1.305 2.591 5.617 15.199 3.038 -0.753
O 1.072 -0.413 1.882 5.414 -10.596 -8.466 -0.708
C -1.101 1.726 0.077 5.108 -4.597 5.213 1.048
O -0.224 2.497 0.498 4.096 9.460 0.557 -0.802
O -1.739 1.316 1.040 -9.159 0.800 6.168 -0.728
O -0.489 0.707 -0.294 2.483 -6.204 -7.806 -0.743
C 0.273 -3.457 3.538 0.545 -1.965 0.054 -0.269
O -0.870 -3.001 2.857 -0.068 1.313 0.658 -0.540
C -2.051 -3.139 3.618 -0.752 -0.517 -0.685 -0.072
C -3.194 -2.637 2.758 0.079 -1.272 0.061 -0.255
N -2.986 -1.238 2.396 0.321 0.255 -0.051 -0.655
C -4.107 -0.702 1.642 -1.148 0.726 -0.858 -0.247
C -4.249 -1.299 0.232 -0.139 0.205 1.622 -0.079
O -2.989 -1.288 -0.424 -0.942 -0.453 -0.210 -0.558
C -3.149 -1.813 -1.763 -0.059 1.448 -0.995 -0.263
H 1.186 -3.380 2.947 -0.284 0.647 -0.232 0.206
H 0.140 -4.535 3.621 0.102 -0.301 0.253 0.195
H 0.455 -3.125 4.560 -0.369 0.719 -0.056 0.190
H -2.026 -2.645 4.589 0.297 0.234 0.080 0.186
H -2.288 -4.191 3.776 0.310 -0.248 0.310 0.207
H -4.139 -2.806 3.274 -0.126 0.470 0.413 0.219
H -3.321 -3.295 1.899 0.545 0.322 -0.379 0.224
H -3.081 -0.786 3.294 0.642 0.594 0.297 0.406
H -4.082 0.388 1.635 0.531 0.015 -0.219 0.224
H -5.025 -0.900 2.196 -0.261 -0.326 -0.099 0.216
H -5.047 -0.759 -0.277 0.222 0.198 -0.372 0.209
H -4.642 -2.298 0.423 0.275 -0.454 -0.643 0.185
H -2.214 -1.822 -2.323 0.325 -0.577 0.752 0.212
H -3.691 -1.067 -2.344 -0.414 0.272 0.124 0.186
H -3.749 -2.714 -1.891 0.444 -0.345 0.730 0.209
C 4.502 4.103 -4.268 0.156 0.767 -1.283 -0.259
O 3.733 3.909 -3.111 0.296 -1.252 0.735 -0.561
C 2.341 4.036 -3.294 0.440 1.203 -0.636 -0.091
C 1.614 3.420 -2.124 -0.288 0.933 0.790 -0.248
N 2.258 2.156 -1.673 -1.793 -0.319 0.271 -0.644
C 2.016 1.136 -2.700 0.288 -2.756 -0.261 -0.263
C 2.531 -0.302 -2.345 -0.336 0.906 -0.309 -0.063
O 2.070 -0.677 -1.052 -0.494 0.593 1.360 -0.552
C 2.613 -1.929 -0.556 1.273 -0.127 -0.549 -0.257
H 5.560 4.270 -4.067 -0.181 -0.377 0.558 0.218
H 4.195 5.001 -4.805 -0.245 0.317 0.103 0.181
H 4.391 3.312 -5.010 -0.010 -0.448 0.199 0.173
H 1.984 3.682 -4.261 0.219 -0.388 -0.141 0.185
H 2.212 5.119 -3.297 -0.860 0.118 -0.047 0.207
H 0.542 3.334 -2.304 0.082 -0.696 -0.467 0.219
H 1.579 4.173 -1.338 0.674 -0.296 0.502 0.219
H 3.244 2.353 -1.777 0.656 0.189 0.589 0.433
H 2.550 1.366 -3.622 -0.259 0.289 -0.146 0.229
H 0.977 0.889 -2.917 -0.316 1.184 0.183 0.222
H 3.613 -0.332 -2.480 0.157 -0.359 0.528 0.198
H 2.039 -0.999 -3.023 0.349 0.058 -0.421 0.207
H 3.701 -1.880 -0.605 0.184 0.378 0.238 0.198
H 2.409 -2.760 -1.232 -0.772 0.133 -0.028 0.207
H 2.353 -2.170 0.474 -0.528 0.511 -0.298 0.226
```
Positions in Å, forces in eV/Å.

- Multiplicity: 4
- Maximum force: 0.3206 Eh/bohr
- Relative energy (zero: lowest compared OMol25 entry of this formula, charge and spin): 5.487 eV
- Lowest unoccupied orbital energy (spin up / spin down): -0.3144 / -0.3116 hartree
- HOMO level (spin up / spin down): -14.8 / -14.8 eV
- Net charge: +2
- HOMO-LUMO gap (spin up / spin down): 6.22 / 6.29 eV
- Total energy: -4470.2619 Eh

---

[5]
ORCA calculation (ωB97M-V/def2-TZVPD) on a molecular structure, C36H27Cl2FeNO4Te.

The geometry in XYZ format:
```
72
Properties=species:S:1:pos:R:3:forces:R:3:lowdin_charge:R:1
Fe -0.366 0.632 -0.909 0.522 0.907 0.045 0.951
Cl -6.551 3.584 -3.517 0.000 -0.004 -0.004 0.705
C -5.104 3.117 -2.697 0.044 -0.040 0.002 -0.661
C -4.925 3.479 -1.361 0.083 -0.068 -0.134 -0.099
C -3.767 3.125 -0.707 0.058 0.168 -0.040 -0.572
Cl -3.569 3.596 0.956 0.035 -0.054 -0.018 0.713
C -2.721 2.392 -1.319 0.144 0.169 -0.220 -0.393
O -1.636 2.116 -0.671 -0.540 -0.291 0.216 -0.168
C -2.964 2.007 -2.668 -0.022 -0.086 0.072 -0.121
C -2.044 1.140 -3.374 0.092 0.037 0.156 -0.135
O -1.073 0.576 -2.878 -0.153 -0.189 -0.074 -0.009
C -4.132 2.386 -3.341 -0.051 0.109 0.179 -0.042
H -5.687 4.043 -0.846 -0.057 0.041 0.036 0.116
H -2.257 0.964 -4.438 0.001 0.004 -0.001 0.147
H -4.271 2.092 -4.372 -0.019 -0.026 -0.079 0.123
C 6.273 -1.201 1.072 0.073 -0.016 0.033 -0.044
C 4.935 -0.887 0.469 -0.162 0.094 0.052 -0.247
C 4.592 -1.342 -0.806 -0.062 0.021 0.021 0.054
C 3.367 -1.057 -1.376 -0.030 0.199 0.162 -0.072
C 3.046 -1.594 -2.731 -0.044 -0.063 0.004 -0.294
O 3.900 -1.684 -3.584 0.064 0.020 -0.078 0.126
C 1.655 -2.085 -2.990 -0.043 -0.084 0.029 -0.147
C 1.161 -2.060 -4.287 0.032 0.019 0.042 -0.004
C -0.117 -2.526 -4.554 -0.039 -0.014 -0.011 -0.070
C -0.899 -3.038 -3.529 0.004 0.007 0.032 -0.089
C -0.399 -3.090 -2.232 0.011 0.005 -0.041 -0.087
C 0.873 -2.612 -1.964 0.016 -0.002 -0.058 -0.041
C 2.448 -0.228 -0.697 -0.044 0.000 -0.069 -0.281
O 1.377 0.166 -1.319 0.132 -0.271 -0.244 -0.152
C 2.739 0.178 0.627 0.047 -0.092 -0.045 -0.066
C 3.992 -0.154 1.166 0.235 -0.173 -0.102 0.033
C 1.768 0.874 1.452 0.286 0.002 -0.045 -0.172
N 0.588 1.212 1.042 -0.359 -0.373 -0.110 0.038
C -0.341 1.779 2.010 -0.172 0.257 -0.114 -0.283
C -1.045 0.621 2.727 -0.141 -0.293 0.063 -0.410
Te -3.162 0.841 2.863 -0.069 0.052 -0.001 1.649
C -3.554 -0.597 1.391 0.032 0.101 -0.009 -0.522
C -3.349 -1.935 1.701 0.083 -0.046 -0.086 -0.131
C -3.492 -2.881 0.695 0.007 0.011 0.056 -0.058
C -3.825 -2.485 -0.591 -0.016 0.003 -0.035 -0.056
C -4.039 -1.146 -0.882 -0.012 -0.019 -0.028 -0.048
C -3.914 -0.189 0.113 -0.158 0.048 0.117 -0.123
C 2.177 1.147 2.865 -0.012 0.048 0.075 -0.230
C 2.079 0.138 3.816 -0.028 0.054 -0.009 -0.049
C 2.439 0.384 5.132 0.010 0.012 0.010 -0.064
C 2.904 1.637 5.501 0.011 0.016 -0.003 -0.069
C 3.016 2.641 4.552 -0.005 -0.027 0.005 -0.057
C 2.655 2.398 3.236 0.023 -0.010 -0.018 -0.028
H 6.889 -1.764 0.374 0.040 -0.024 -0.018 0.078
H 6.170 -1.795 1.980 0.007 -0.022 0.043 0.083
H 6.812 -0.291 1.332 0.030 0.032 0.017 0.084
H 5.291 -1.939 -1.378 0.033 -0.019 -0.009 0.134
H 1.789 -1.671 -5.077 0.022 0.006 -0.016 0.124
H -0.497 -2.503 -5.566 -0.022 0.001 -0.037 0.107
H -1.888 -3.418 -3.744 -0.039 -0.017 -0.013 0.100
H -0.991 -3.523 -1.437 -0.032 -0.020 0.034 0.091
H 1.274 -2.661 -0.958 -0.004 0.000 0.010 0.121
H 4.233 0.176 2.168 0.052 0.003 0.022 0.124
H -1.048 2.377 1.441 0.022 0.055 0.044 0.044
H 0.140 2.422 2.745 0.009 0.000 0.009 0.117
H -0.664 0.447 3.731 -0.014 0.044 0.039 0.053
H -0.952 -0.300 2.147 0.035 0.043 0.055 0.057
H -3.079 -2.252 2.699 0.018 -0.006 0.057 0.107
H -3.340 -3.925 0.922 0.000 -0.074 0.014 0.118
H -3.933 -3.227 -1.369 0.010 -0.036 -0.039 0.116
H -4.317 -0.843 -1.882 -0.019 0.025 -0.039 0.118
H -4.121 0.852 -0.106 0.026 -0.145 0.030 0.076
H 1.744 -0.847 3.519 -0.019 -0.084 -0.027 0.127
H 2.369 -0.406 5.866 -0.003 -0.055 0.049 0.109
H 3.193 1.826 6.524 0.014 0.014 0.068 0.109
H 3.390 3.614 4.833 0.031 0.068 0.023 0.111
H 2.753 3.178 2.491 -0.002 0.044 -0.044 0.131
```
Positions in Å, forces in eV/Å.

- Multiplicity: 6
- Maximum force: 0.0204 Eh/bohr
- Relative energy (zero: lowest compared OMol25 entry of this formula, charge and spin): 0.302 eV
- Lowest unoccupied orbital energy (spin up / spin down): -0.1180 / -0.2367 hartree
- HOMO level (spin up / spin down): -10.2 / -10.3 eV
- Net charge: +1
- HOMO-LUMO gap (spin up / spin down): 6.98 / 3.82 eV
- Total energy: -4195.6504 Eh